(1)
Here is C14H32FInN as an isolated structure from the OMol25 dataset. Energies are from wB97M-V/def2-TZVPD.

Summary:
DFT total energy   -897.42836 hartree
Multiplicity   1
Orbital gap   7.245 eV
E_LUMO   2.756 eV
Total charge   -1

Last column: Mulliken charge in e.
CARTESIAN COORDINATES (ANGSTROEM)
1 H 2.129 -0.141 3.726  0.44
2 H -0.940 -0.879 -3.134  0.36
3 C 1.589 -0.065 2.774  -0.67
4 C 2.062 -1.200 1.857  -0.18
5 C -3.729 0.693 -1.826  -0.44
6 H 1.835 -4.323 -0.409  -0.37
7 F 3.006 -5.877 1.983  -0.75
8 H -2.287 -0.052 0.384  -0.16
9 C -0.734 2.198 -1.482  -0.13
10 C -0.313 0.984 -2.312  -0.59
11 H -5.115 -0.516 -0.686  0.35
12 H -0.030 1.333 -3.315  0.30
13 H -1.478 2.784 -2.032  0.58
14 H -2.627 1.130 -3.646  0.39
15 H -3.191 -0.520 -3.494  0.40
16 H 1.345 2.085 2.858  0.37
17 C 0.460 3.090 -1.077  -1.05
18 N 4.736 -3.357 0.571  -0.76
19 H -4.654 1.032 -2.304  0.36
20 H 0.212 0.903 0.788  -0.33
21 C 1.143 1.479 0.801  0.53
22 H 1.475 -1.162 0.929  0.04
23 H 2.850 1.564 2.119  0.34
24 H 5.219 -3.118 1.435  0.13
25 H -3.763 -1.407 -1.333  0.33
26 C 1.941 -2.598 2.457  -1.35
27 H 0.078 3.335 1.038  0.34
28 H 0.886 -2.841 2.631  0.37
29 H 1.320 2.835 -1.708  0.40
30 H 5.300 -4.105 0.174  0.15
31 In 2.787 -4.069 1.055  1.05
32 H 2.437 -2.638 3.435  0.33
33 H -3.813 0.366 1.151  0.35
34 C -1.347 -0.134 -2.444  -0.66
35 H 1.788 1.008 0.051  0.28
36 H 0.594 0.555 -1.878  0.30
37 H 0.238 4.142 -1.276  0.29
38 C -3.327 -0.364 0.499  -0.72
39 C 0.867 2.926 0.394  -1.01
40 H -3.312 -1.323 1.018  0.34
41 H -1.444 -0.652 -1.485  0.23
42 H 0.529 -0.220 3.018  0.23
43 H -3.349 1.552 -1.264  0.27
44 C -2.737 0.304 -2.932  -0.99
45 H -1.238 1.856 -0.574  -0.02
46 C 1.780 1.334 2.184  -0.89
47 H 1.763 3.528 0.587  0.42
48 C -4.036 -0.462 -0.853  -0.58
49 H 3.095 -0.992 1.548  0.37

Cartesian forces (eV/Å) of the 6 atoms listed first:
0.0 0.0 0.0
0.0 0.0 0.0
0.1 -0.1 0.0
-0.1 0.2 0.0
0.1 0.1 0.0
0.0 -0.1 0.0

=====

(2)
Here is a 2-piece molecular cluster, C2H3ClO2S overall in a non-equilibrium geometry from the OMol25 dataset. Energies are from wB97M-V/def2-TZVPD.

Summary:
DFT total energy   -1086.76643 hartree
Multiplicity   1
Orbital gap (spin up / spin down)   8.115 / 6.750 eV
Energy relative to the best compared isomer or geometry (same formula, charge and spin)   2.2934 eV
E_LUMO (spin up / spin down)   0.058 / -0.639 eV
Total charge   0

Last column: Mulliken charge in e.
CARTESIAN COORDINATES (ANGSTROEM)
1 H 0.813 0.863 1.906  0.34
2 O 0.729 1.810 -0.803  -0.36
3 S -0.783 -1.244 -1.344  0.34
4 Cl -2.476 -0.634 -0.425  -0.18
5 O -0.740 -0.903 -2.755  -0.44
6 H -0.263 -0.334 1.386  0.30
7 C 0.672 0.173 1.135  -0.75
8 C 0.534 0.873 -0.091  0.46
9 H 1.514 -0.604 0.991  0.28

Cartesian forces (eV/Å) of the 6 atoms listed first:
1.0 1.0 1.7
-0.3 -2.4 2.6
2.0 0.2 0.7
-1.2 0.5 0.4
-0.3 0.3 -0.8
0.1 -0.2 -0.4

=====

(3)
Here is one molecule with the formula CH3F in a non-equilibrium geometry from the OMol25 dataset. Energies are from wB97M-V/def2-TZVPD.

Summary:
DFT total energy   -139.71905 hartree
Multiplicity   1
Orbital gap   12.689 eV
Energy relative to the best compared isomer or geometry (same formula, charge and spin)   0.7163 eV
E_LUMO   1.147 eV
Total charge   0

Last column: Mulliken charge in e.
CARTESIAN COORDINATES (ANGSTROEM)
1 H 0.378 -0.563 -0.947  0.19
2 H 0.499 -0.646 0.871  0.16
3 H 0.396 1.167 0.145  0.14
4 C 0.025 -0.049 -0.049  -0.26
5 F -1.298 0.091 -0.020  -0.23

Force components x, y, z for each atom (eV/Å):
-0.1 0.6 -0.1
-1.5 1.1 -1.7
-0.2 -3.6 -1.1
3.7 2.7 2.8
-1.8 -0.7 0.1